68
Properties=species:S:1:pos:R:3:forces:R:3:lowdin_charge:R:1 method="wB97M-V/def2-TZVPD" gap_ev=6.7 max_force_ev_per_a=0.66 e_homo_ev=-4.4482 charge=-1 multiplicity=1
Sn 1.161782 0.399603 0.418923 -0.048 0.150 -0.260 1.373
C -6.079275 -0.188356 -0.685258 0.045 0.007 0.017 -0.061
C -4.904173 0.207728 0.171722 -0.032 -0.030 -0.047 -0.278
C -4.931749 1.364040 0.939575 0.012 0.036 0.019 -0.044
C -3.840587 1.737607 1.718080 0.007 -0.019 -0.137 -0.050
C -2.706373 0.944346 1.723288 -0.119 -0.064 -0.079 -0.260
C -2.670944 -0.223822 0.974058 -0.026 -0.038 0.023 -0.038
C -3.758067 -0.587196 0.204165 -0.031 0.031 -0.013 -0.027
S -1.280650 1.410563 2.674696 0.269 0.111 0.144 0.517
O -1.756364 2.500825 3.501553 0.093 0.002 0.124 -0.334
O -0.798254 0.208430 3.320809 -0.069 0.074 -0.008 -0.330
N -0.145278 1.886354 1.674686 -0.272 -0.211 -0.561 -0.349
C -0.439092 3.095160 0.879433 0.112 -0.352 0.243 -0.194
C -0.424863 2.877351 -0.642270 0.040 0.044 0.149 -0.675
O -0.770166 3.813864 -1.354592 -0.021 0.009 -0.100 0.003
O 0.016530 1.742896 -1.051293 0.037 -0.018 0.036 -0.262
H -6.881711 0.546761 -0.620200 0.009 -0.006 0.006 0.067
H -6.480488 -1.157043 -0.379147 0.001 0.005 0.000 0.076
H -5.783098 -0.273108 -1.733071 -0.007 0.002 0.011 0.077
H -5.817671 1.989475 0.926415 0.006 0.001 0.002 0.104
H -3.854995 2.638167 2.315828 -0.018 -0.002 0.016 0.107
H -1.801149 -0.860845 1.014209 0.089 -0.021 0.013 0.084
H -3.716143 -1.500363 -0.382371 0.005 0.019 0.025 0.113
H 0.331951 3.845681 1.067967 0.017 0.071 0.069 0.116
H -1.387243 3.554992 1.157918 -0.041 0.000 -0.024 0.108
O 1.011993 -1.676313 1.359638 -0.251 0.260 0.030 -0.296
C 0.086713 -2.583137 1.430637 0.131 -0.044 0.107 -0.397
C -0.222720 -3.188716 2.674658 0.036 -0.019 -0.031 -0.013
C -1.098865 -4.243123 2.768933 -0.059 -0.008 -0.075 -0.100
C -1.741288 -4.746253 1.629204 0.097 0.061 0.072 -0.123
C -1.510049 -4.126354 0.419821 -0.050 -0.006 -0.023 -0.070
C -0.631414 -3.042938 0.297042 -0.060 0.064 -0.154 -0.113
C -0.530578 -2.321397 -0.973473 0.007 -0.088 0.138 -0.282
N -0.163075 -1.063784 -1.141743 0.073 0.119 0.011 0.026
C -0.355160 -0.756554 -2.473674 0.054 0.010 0.081 -0.124
C -0.830007 -1.845169 -3.125813 -0.054 -0.098 0.137 -0.088
N -0.937429 -2.833485 -2.164087 -0.055 -0.067 -0.127 0.098
H 0.260234 -2.770114 3.548872 0.005 -0.033 -0.014 0.115
H -1.308605 -4.678181 3.739425 0.014 -0.011 -0.001 0.095
H -2.427402 -5.579632 1.698095 -0.017 0.008 0.008 0.085
H -2.056480 -4.477941 -0.450500 -0.014 0.039 -0.001 0.094
H -0.155798 0.232058 -2.848432 0.024 0.007 0.064 0.094
H -1.107463 -2.009558 -4.151205 0.017 -0.002 -0.010 0.099
H -1.273341 -3.768315 -2.310481 0.052 0.035 0.031 0.138
C 2.123209 1.528860 4.289740 0.052 -0.071 0.051 -0.048
O 3.020045 0.444797 3.946155 -0.166 0.038 -0.014 -0.137
C 3.329212 0.325064 2.692641 0.027 0.035 0.266 -0.187
C 4.134216 -0.921438 2.540477 0.026 -0.107 -0.114 -0.114
H 1.335941 1.102827 4.905499 -0.013 0.006 -0.011 0.087
H 1.693923 1.953092 3.386276 0.043 0.003 -0.009 0.054
H 2.699216 2.261776 4.850379 0.010 0.042 0.027 0.085
H 4.557209 -1.302576 3.475664 0.002 0.003 -0.012 0.070
H 4.904973 -0.776925 1.780896 -0.014 -0.029 0.019 0.060
H 3.420334 -1.657529 2.140317 0.053 0.076 0.014 0.066
S 5.507764 -0.221427 -3.300403 0.084 -0.072 0.020 1.013
C 4.305047 -0.551742 -2.083046 -0.102 -0.013 0.026 -0.459
N 3.286073 0.224052 -2.057120 0.129 0.071 -0.309 0.025
C 3.392872 1.197320 -3.051460 -0.165 -0.109 0.224 -0.306
C 2.450249 2.203384 -3.279765 -0.025 0.026 -0.013 0.009
C 2.694440 3.100876 -4.299721 -0.019 -0.003 0.036 -0.073
C 3.851357 3.010513 -5.087709 0.005 -0.016 0.045 -0.100
C 4.788749 2.020127 -4.868946 -0.058 -0.002 0.005 -0.106
C 4.545227 1.111990 -3.838688 0.064 0.072 -0.094 -0.495
H 4.435297 -1.384381 -1.401114 -0.004 0.058 -0.033 0.078
H 1.558516 2.264078 -2.659739 0.059 -0.031 -0.037 0.096
H 1.977028 3.889934 -4.485374 0.018 -0.002 -0.012 0.105
H 4.018691 3.733115 -5.876715 -0.015 -0.009 -0.005 0.096
H 5.679247 1.949986 -5.480267 0.001 0.007 0.020 0.100

72
Properties=species:S:1:pos:R:3:forces:R:3:lowdin_charge:R:1 method="wB97M-V/def2-TZVPD" gap_ev="6.2 / 6.2" max_force_ev_per_a=1.13 e_homo_ev="-9.9574 / -9.9572" charge=+1 multiplicity=1
W -0.516318 -0.714235 0.171508 0.894 -0.355 0.584 1.288
C -2.599088 3.281161 -0.875490 -0.064 -0.010 -0.081 -0.025
C -3.337052 2.945814 -2.001810 0.072 -0.011 0.079 -0.028
C -3.184593 1.685733 -2.538847 -0.034 -0.031 -0.051 0.012
C -2.342836 0.754647 -1.933654 -0.003 -0.011 -0.011 -0.222
N -1.723507 1.059209 -0.775054 0.157 -0.222 0.184 -0.024
C -1.806654 2.312287 -0.303598 -0.054 0.013 0.131 -0.121
C -1.994897 -0.540505 -2.531870 -0.088 0.188 -0.021 -0.225
C -2.476465 -0.887038 -3.792697 0.042 -0.131 -0.063 -0.027
C -2.055269 -2.051302 -4.410817 -0.002 0.050 0.045 -0.070
C -1.128400 -2.850262 -3.761946 -0.048 0.056 -0.024 -0.062
C -0.656483 -2.504874 -2.503001 0.027 -0.133 0.058 -0.093
C -1.092033 -1.362261 -1.842964 0.022 0.313 -0.070 -0.270
H -2.622531 4.271465 -0.445140 -0.006 0.002 -0.004 0.117
H -3.995814 3.664249 -2.470501 0.001 0.008 -0.006 0.119
H -3.706887 1.418838 -3.443552 -0.016 0.020 0.004 0.108
H -1.188741 2.557841 0.541467 -0.041 -0.011 -0.009 0.095
H -3.179892 -0.250360 -4.309863 0.000 0.004 -0.011 0.102
H -2.435129 -2.321856 -5.386625 0.000 0.009 0.001 0.107
H -0.765000 -3.753920 -4.234804 0.004 -0.002 0.006 0.109
H 0.062045 -3.160227 -2.041933 0.010 -0.017 0.003 0.084
S 3.366743 4.324250 4.888491 0.035 0.259 -0.170 1.054
N 3.959260 3.213295 3.885911 0.079 -0.207 0.164 -0.204
C 2.926635 2.543962 3.404117 -0.074 0.005 -0.112 -0.294
C 2.992039 1.418637 2.490417 0.079 0.121 0.066 -0.065
C 4.185555 0.881838 2.015077 -0.042 -0.002 0.013 0.035
C 4.121295 -0.173723 1.132796 0.016 -0.013 0.001 -0.004
C 2.876775 -0.678077 0.771936 -0.090 -0.086 -0.021 -0.116
N 1.739671 -0.200238 1.254786 -0.039 0.090 -0.182 -0.021
C 1.788070 0.855366 2.068728 -0.235 0.056 0.009 -0.173
C 0.498090 1.390029 2.504870 0.071 -0.088 -0.089 -0.148
N -0.615236 0.816018 1.996529 -0.100 0.033 -0.136 -0.055
C -1.794432 1.201308 2.488784 -0.006 0.044 0.058 -0.171
C -1.936246 2.194138 3.446992 -0.038 -0.035 -0.027 -0.007
C -0.812846 2.839480 3.908647 0.033 0.049 0.038 0.040
C 0.429819 2.428138 3.437032 0.102 0.010 -0.020 -0.062
C 1.680000 3.026497 3.873121 -0.027 -0.013 -0.119 -0.296
N 1.791729 4.050655 4.701380 -0.081 -0.166 0.211 -0.206
H 5.126589 1.309228 2.334497 0.005 -0.005 -0.014 0.128
H 5.016465 -0.611853 0.714154 0.000 0.006 -0.002 0.118
H 2.781645 -1.484600 0.056624 0.012 0.021 0.023 0.106
H -2.666708 0.706586 2.087714 0.000 -0.031 -0.025 0.046
H -2.924539 2.451843 3.799405 0.001 -0.001 -0.007 0.123
H -0.867101 3.641405 4.633368 -0.006 -0.007 -0.002 0.131
N 1.459968 0.839335 -3.412569 0.028 0.010 -0.042 0.051
N 1.502757 1.849850 -2.453164 -0.037 -0.044 -0.135 -0.001
C 1.064807 1.652532 -1.179498 -0.036 -0.112 0.190 -0.652
O 1.015006 2.566617 -0.367855 0.085 0.066 -0.027 0.050
O 0.741460 0.411935 -0.890904 0.113 0.054 -0.517 -0.235
H 2.366691 0.727471 -3.846474 -0.008 0.005 0.034 0.088
H 0.765596 1.038169 -4.122383 -0.002 0.008 0.029 0.089
H 1.712148 2.802011 -2.710292 0.008 0.016 0.056 0.149
C -0.639410 -6.146300 2.116546 0.051 0.051 -0.034 -0.085
C -1.287933 -5.599796 0.865460 -0.115 0.023 0.014 -0.207
O -0.644386 -4.425658 0.285174 0.104 -0.209 -0.071 -0.265
P 0.488882 -3.535114 0.864839 -0.280 0.676 0.360 0.150
O 0.686615 -2.374811 -0.147661 -0.337 0.081 0.116 -0.539
Te -0.025517 -2.309942 2.832917 0.110 -0.167 -0.228 0.721
O 1.737451 -4.480270 0.868280 0.139 -0.053 -0.056 -0.238
C 3.034492 -4.113451 1.405608 0.084 -0.029 0.075 -0.267
C 3.707816 -5.367384 1.904872 -0.049 0.008 -0.024 -0.058
H -1.176553 -7.046454 2.414530 -0.034 0.002 -0.009 0.091
H -0.695058 -5.435640 2.941376 0.019 -0.018 0.002 0.045
H 0.399850 -6.417959 1.939582 0.001 -0.022 0.012 0.072
H -2.314938 -5.291064 1.053012 -0.008 -0.018 0.010 0.123
H -1.282275 -6.337293 0.066542 -0.007 0.013 -0.022 0.127
H 2.890785 -3.387008 2.208875 -0.013 0.019 -0.013 0.082
H 3.602772 -3.648874 0.599829 -0.027 -0.007 -0.024 0.117
H 3.149970 -5.801929 2.733851 0.007 0.001 0.001 0.084
H 4.712797 -5.127717 2.251963 -0.001 -0.001 0.009 0.087
H 3.783945 -6.104100 1.105997 0.015 -0.002 0.007 0.087
Se -2.589959 -1.471918 0.668108 -0.379 -0.118 -0.117 0.400

Q: The lowest charge belongs to which entry?
A: C28H27N4O6S2Sn